Density functional theory data (ωB97M-V/def2-TZVPD) for a 11-piece molecular cluster, C26H70N4O16 overall in a non-equilibrium geometry.

The value obtained for the frontier orbital gap is 9.490 eV. As for the spin multiplicity: 1. The relative energy (zero: lowest compared OMol25 entry of this formula, charge and spin) comes out at 0.0 kJ/mol. The SMILES is CC(N)=O.CC(N)=O.CC(N)=O.CC(N)=O.CCCCCC.OCCO.OCCO.OCCO.OCCO.OCCO.OCCO. As for the LUMO energy: 0.10 eV. For the electronic energy, the calculation gives -66818.332 eV.

XYZ file:
```
116
Properties=species:S:1:pos:R:3:forces:R:3:mulliken_charge:R:1
C -2.925 5.060 -0.256 0.550 0.073 -0.050 -1.19
C -1.691 4.360 -0.771 -0.057 0.301 0.320 0.66
N -1.654 3.924 -2.028 0.421 -0.649 -0.200 -0.13
O -0.738 4.141 -0.005 -0.405 -0.067 -0.178 -0.63
H -2.629 6.040 0.117 -0.079 0.049 -0.079 0.31
H -3.243 4.486 0.614 -0.247 -0.007 -0.093 0.24
H -3.712 5.146 -1.000 -0.072 -0.018 0.078 0.40
H -0.901 3.274 -2.247 0.394 0.377 -0.312 -0.01
H -2.241 4.212 -2.790 -0.405 0.057 0.245 0.22
C 3.446 2.970 -2.933 0.044 0.301 0.438 -0.77
C 2.094 3.224 -2.323 -1.235 -1.030 -0.367 0.75
N 2.005 4.006 -1.230 0.996 0.024 -0.545 -0.08
O 1.079 2.690 -2.790 0.388 0.414 0.093 -0.62
H 3.448 3.373 -3.944 0.135 0.231 0.082 0.31
H 3.651 1.907 -3.034 -0.265 -0.021 0.181 -0.07
H 4.204 3.419 -2.289 0.258 0.014 -0.407 0.35
H 2.840 4.443 -0.884 -0.224 0.122 0.239 0.16
H 1.091 4.229 -0.879 -0.241 0.004 0.361 -0.15
C 2.766 0.090 1.748 0.058 0.169 -0.883 0.21
C 3.727 0.995 2.473 -1.013 -0.567 1.371 0.15
N 3.401 2.301 2.517 0.204 0.673 -0.045 -0.04
O 4.651 0.530 3.121 0.286 0.180 -0.409 -0.69
H 2.266 0.575 0.903 0.575 -0.026 -0.314 -0.34
H 1.873 -0.242 2.281 0.500 -0.123 0.721 0.12
H 3.409 -0.742 1.460 -0.588 -0.243 -0.301 0.33
H 2.549 2.694 2.143 0.069 -0.035 -0.043 0.11
H 3.935 2.869 3.156 -0.005 -0.006 -0.079 0.20
C -0.507 0.352 -1.351 0.330 1.287 0.768 0.09
C -0.592 0.246 0.155 -0.601 -0.738 -0.215 0.43
N -1.259 1.192 0.842 0.363 -0.797 -0.434 0.02
O -0.109 -0.735 0.734 -0.111 0.106 0.212 -0.86
H -1.253 1.040 -1.749 -0.264 -0.362 -0.049 0.28
H -0.556 -0.627 -1.810 0.079 -0.012 -0.076 0.21
H 0.435 0.879 -1.543 0.113 -0.490 -0.303 -0.54
H -1.424 1.023 1.831 0.221 0.604 -0.129 0.00
H -1.513 2.035 0.366 -0.157 0.221 0.277 -0.16
C 1.750 -5.395 -3.466 0.370 1.165 -0.387 -1.52
C 1.843 -4.352 -2.342 -0.932 -0.819 -0.432 0.56
C 2.446 -3.018 -2.787 0.316 -0.656 1.004 -0.92
C 2.505 -2.016 -1.623 0.603 0.486 -0.493 1.01
C 3.034 -0.656 -2.110 0.128 0.494 0.696 -0.13
C 4.528 -0.711 -2.470 -0.445 0.014 -0.246 -1.57
H 0.975 -5.058 -4.159 -0.080 -0.358 -0.067 0.30
H 1.549 -6.399 -3.103 -0.037 -0.039 -0.061 0.41
H 2.687 -5.355 -4.030 -0.010 -0.458 -0.005 0.36
H 0.812 -4.237 -1.993 0.137 0.383 0.277 -0.55
H 2.390 -4.840 -1.531 0.263 0.541 0.152 0.42
H 1.917 -2.539 -3.613 -0.302 -0.257 -0.043 0.29
H 3.435 -3.286 -3.172 0.153 0.386 0.034 0.43
H 1.526 -1.960 -1.147 -0.125 0.265 -0.141 -0.88
H 3.196 -2.301 -0.822 -0.016 -0.516 -0.103 0.34
H 2.400 -0.223 -2.888 0.157 -0.257 -0.325 0.43
H 2.984 0.092 -1.309 -0.280 -0.173 0.182 0.01
H 4.892 0.256 -2.822 -0.001 -0.052 -0.091 0.45
H 5.112 -0.950 -1.580 -0.004 -0.174 -0.021 0.32
H 4.721 -1.452 -3.245 0.163 0.024 0.016 0.28
O -1.241 1.948 3.612 0.076 0.900 0.901 -0.47
C 0.022 1.990 4.361 -0.562 -0.305 -1.356 0.43
C -0.118 1.218 5.640 0.963 -1.044 -0.288 -0.38
O -0.882 1.890 6.614 -0.009 0.021 -0.120 -0.56
H -1.545 2.861 3.559 -0.169 -0.179 -0.095 0.20
H 0.705 1.595 3.604 0.479 -0.381 0.724 -0.17
H 0.360 3.008 4.562 -0.337 0.091 0.020 0.19
H 0.898 0.991 5.986 -0.104 0.600 0.505 0.37
H -0.488 0.198 5.474 -0.412 0.213 -0.313 0.06
H -1.797 1.830 6.314 0.028 0.064 0.154 0.33
O -1.998 -3.685 3.781 0.534 0.339 -0.287 -0.60
C -1.741 -2.269 3.899 -0.889 -0.700 0.566 0.50
C -3.105 -1.652 3.679 -1.010 0.522 -0.760 -0.12
O -4.107 -2.153 4.557 0.335 -0.201 0.005 -0.62
H -1.146 -4.091 3.599 -0.231 -0.353 -0.055 0.26
H -1.402 -2.129 4.930 0.176 0.522 -0.102 0.24
H -1.014 -1.931 3.158 -0.001 0.151 0.025 -0.13
H -3.430 -1.849 2.648 0.306 -0.331 -0.062 -0.05
H -3.205 -0.564 3.730 0.705 0.016 0.455 0.20
H -4.153 -3.103 4.388 0.050 0.066 0.152 0.36
O -1.470 -5.783 1.031 0.174 -0.559 -0.027 -0.56
C -0.177 -5.504 0.542 -0.112 0.659 -0.347 -0.81
C 0.117 -4.035 0.721 0.866 0.753 -0.055 -0.10
O -0.708 -3.226 -0.106 -0.420 -0.226 -0.049 0.75
H -2.099 -5.268 0.504 -0.014 0.120 0.222 0.34
H 0.592 -6.089 1.048 -0.302 -0.088 0.387 0.45
H -0.075 -5.767 -0.518 -0.124 0.065 -0.069 0.23
H 1.160 -3.786 0.481 0.090 -0.369 -0.069 0.26
H -0.003 -3.716 1.762 -0.215 -0.302 0.094 -0.22
H -0.562 -2.302 0.186 0.058 -0.023 -0.120 -0.13
O -2.960 -0.322 -3.525 -0.185 0.843 -0.042 -0.44
C -2.559 -0.744 -4.816 -0.412 -1.104 0.236 -0.17
C -2.615 0.415 -5.791 0.074 0.343 1.262 -0.47
O -1.996 1.553 -5.187 0.224 0.074 -0.158 -0.53
H -3.070 -1.074 -2.923 0.442 -0.154 -0.076 0.23
H -1.553 -1.179 -4.788 0.098 0.178 0.038 0.15
H -3.243 -1.549 -5.114 0.144 0.078 -0.418 0.37
H -3.655 0.692 -6.000 0.088 -0.309 -0.390 0.26
H -2.028 0.136 -6.665 -0.315 0.204 -0.247 0.34
H -2.187 1.495 -4.240 -0.023 -0.136 -0.117 0.34
O 1.178 4.163 1.993 -0.042 -0.039 0.129 0.00
C 1.269 5.559 2.266 0.683 -0.303 -0.277 -0.30
C 2.481 5.794 3.152 0.061 -0.888 0.185 -0.52
O 2.604 7.169 3.446 -0.187 -0.149 0.172 -0.53
H 0.428 4.036 1.387 0.090 -0.002 0.084 0.22
H 1.429 6.084 1.321 -0.412 0.364 0.076 0.33
H 0.376 5.870 2.808 -0.053 0.432 -0.202 0.29
H 3.417 5.425 2.719 -0.185 -0.025 -0.503 0.27
H 2.325 5.137 4.020 -0.003 0.435 0.357 0.26
H 3.390 7.268 3.991 -0.055 0.173 0.016 0.32
O -2.832 -2.625 -1.909 -0.037 -0.070 -0.287 -0.21
C -4.060 -3.345 -1.905 0.660 0.588 1.261 -0.27
C -4.627 -3.462 -0.481 -0.702 -0.833 -0.810 -0.69
O -3.876 -4.411 0.286 -0.071 0.200 -0.220 -0.40
H -2.184 -3.023 -1.303 0.077 -0.079 0.091 0.12
H -4.710 -2.765 -2.561 -0.271 -0.251 0.076 0.35
H -3.930 -4.370 -2.267 -0.029 0.091 -0.218 0.26
H -5.635 -3.870 -0.642 -0.068 0.204 0.267 0.53
H -4.717 -2.538 0.090 0.249 0.205 -0.302 0.16
H -4.475 -5.128 0.500 0.155 -0.121 0.162 0.19
```
Positions in Å, forces in eV/Å.

Density functional theory data (ωB97M-V/def2-TZVPD) for a 9-piece molecular cluster, C26H70O9 overall in a non-equilibrium geometry.

The value obtained for the frontier orbital gap is 9.805 eV. As for the spin multiplicity: 1. The relative energy (zero: lowest compared OMol25 entry of this formula, charge and spin) comes out at 172.4 kJ/mol. The SMILES is CC(C)O.CC(C)O.CC(C)O.CC(C)O.CC(C)O.CC(C)O.CC(C)O.CC(C)O.CCO. As for the LUMO energy: 0.52 eV. For the electronic energy, the calculation gives -46522.753 eV.

XYZ file:
```
105
Properties=species:S:1:pos:R:3:forces:R:3:mulliken_charge:R:1
C 1.241 -0.928 -5.008 0.758 0.822 -1.233 -1.27
C 0.007 -0.316 -4.471 -0.799 -0.477 2.468 1.34
C -0.939 0.321 -5.409 -1.629 -0.526 0.166 -1.69
O -0.757 -1.436 -3.883 0.136 1.423 -0.050 -0.51
H 1.988 -0.144 -5.234 -0.121 -0.428 0.040 0.35
H 0.991 -1.448 -5.935 0.219 -0.228 0.063 0.33
H 1.612 -1.613 -4.269 0.455 -0.346 0.121 0.23
H 0.311 0.493 -3.693 -0.661 -1.369 -0.746 -0.11
H -0.421 1.074 -5.917 0.519 1.494 -0.906 0.50
H -1.790 0.729 -4.817 0.554 -0.108 -0.548 0.25
H -1.353 -0.375 -6.161 0.290 0.071 0.412 0.33
H -0.279 -1.709 -3.096 0.300 -0.220 0.110 0.18
C 4.078 -1.962 0.237 -2.052 1.055 1.767 -0.45
C 5.252 -2.263 -0.596 1.420 -0.514 -0.202 0.34
C 4.986 -2.108 -2.071 -0.800 0.914 -0.494 -1.25
O 6.385 -1.416 -0.321 -0.043 0.039 -0.220 -0.62
H 3.333 -2.795 0.258 0.626 0.393 -0.060 0.40
H 3.492 -1.050 -0.076 0.752 -0.665 0.110 -0.26
H 4.392 -1.774 1.301 -0.343 -0.255 -0.838 0.41
H 5.509 -3.324 -0.390 0.251 0.405 -0.110 0.22
H 5.890 -2.317 -2.659 -0.407 -0.076 0.099 0.43
H 4.673 -1.034 -2.272 0.370 -1.199 0.172 0.22
H 4.137 -2.768 -2.359 0.684 0.310 -0.068 0.27
H 6.531 -1.192 0.610 -0.580 -0.349 -0.133 0.34
C -4.016 -1.694 -2.423 1.577 0.015 -0.670 -0.87
C -4.212 -0.601 -1.406 1.806 -0.159 1.207 0.44
C -4.281 -1.108 0.061 0.853 -0.108 -0.328 -1.05
O -3.214 0.429 -1.474 0.986 -0.712 -0.085 -0.51
H -4.012 -1.226 -3.449 0.057 -0.756 0.973 0.24
H -4.785 -2.442 -2.324 -0.525 -0.231 -0.159 0.49
H -3.043 -2.234 -2.250 -0.765 0.622 -0.301 -0.10
H -5.025 -0.047 -1.744 -2.174 0.696 0.091 0.48
H -3.394 -1.727 0.308 -0.116 0.295 -0.479 0.06
H -5.104 -1.778 0.275 -0.543 0.205 0.001 0.48
H -4.199 -0.268 0.761 -0.500 -0.132 -0.239 0.06
H -2.355 0.057 -1.140 -1.035 0.342 -0.145 0.08
C 3.835 2.458 2.917 1.034 -0.380 -0.983 -1.46
C 4.255 1.380 1.868 1.741 2.085 -0.010 1.74
C 4.740 1.956 0.516 1.615 -0.359 0.690 -1.29
O 5.343 0.599 2.340 0.264 -0.434 0.735 -0.55
H 2.945 2.848 2.466 -0.662 0.783 0.162 0.35
H 4.585 3.296 3.105 -0.847 -1.230 -0.286 0.38
H 3.567 1.917 3.820 0.063 0.262 0.293 0.36
H 3.391 0.763 1.748 -0.390 -0.842 -0.197 -0.82
H 5.260 1.150 -0.061 -0.982 0.459 0.188 0.20
H 5.582 2.682 0.671 -0.742 -0.352 0.265 0.41
H 3.989 2.482 -0.023 -0.721 0.217 -0.692 0.34
H 6.012 1.214 2.686 -0.348 -0.326 -0.195 0.34
C 1.264 -1.046 4.538 -0.528 0.329 0.309 -1.66
C 0.630 -1.533 3.251 0.289 1.935 -0.091 1.13
C -0.284 -2.644 3.633 -0.485 -0.682 1.424 -1.22
O -0.128 -0.469 2.588 0.049 0.261 1.544 -0.29
H 1.923 -1.758 4.991 0.276 -0.795 0.088 0.49
H 0.479 -0.839 5.267 -0.057 0.090 0.084 0.39
H 1.858 -0.168 4.436 0.376 0.932 -0.395 0.27
H 1.418 -1.590 2.510 0.290 -1.529 -0.091 -0.11
H -1.078 -2.189 4.277 0.677 -0.303 -0.286 0.21
H 0.199 -3.457 4.234 -0.199 0.735 -0.535 0.36
H -0.830 -3.093 2.849 -0.359 -0.524 -1.239 0.26
H -0.320 0.249 3.247 -0.259 -0.559 -0.940 0.06
C -0.326 -3.117 -0.356 0.568 -0.548 -0.682 0.14
C 0.339 -3.809 -1.564 1.303 -0.066 2.037 0.25
C -0.665 -4.421 -2.496 -0.259 -1.459 -0.155 -1.14
O 1.183 -2.831 -2.225 -0.263 -0.558 -0.490 -0.36
H -0.970 -2.340 -0.690 -0.471 0.916 -0.224 -0.42
H 0.473 -2.706 0.278 -0.391 -0.104 0.047 -0.25
H -0.944 -3.833 0.168 0.008 -0.232 0.437 0.49
H 0.914 -4.624 -1.020 0.084 0.671 -1.285 0.41
H -0.314 -4.981 -3.408 0.204 0.713 1.036 0.29
H -1.358 -3.671 -2.842 -0.420 0.200 -0.109 0.08
H -1.195 -5.181 -1.855 0.174 0.755 -0.754 0.39
H 1.967 -2.537 -1.738 -0.485 -0.433 0.339 0.01
C -4.151 5.406 -1.123 -0.459 0.102 -1.306 -1.43
C -3.115 4.381 -0.764 2.444 -0.366 -0.498 0.94
C -2.082 4.029 -1.922 -1.320 0.537 0.819 -1.07
O -2.376 4.787 0.418 0.054 0.310 0.010 -0.56
H -3.735 6.402 -1.312 0.362 -0.128 0.309 0.36
H -4.876 5.501 -0.319 -0.259 -0.031 -0.132 0.35
H -4.631 5.179 -2.115 0.080 -0.164 1.069 0.33
H -3.504 3.413 -0.471 -0.588 -0.003 0.110 -0.03
H -2.609 3.437 -2.682 0.315 -0.203 0.276 0.33
H -1.221 3.494 -1.475 -0.568 0.404 -0.514 0.04
H -1.807 4.955 -2.429 0.457 0.051 0.121 0.49
H -1.860 5.602 0.264 -0.513 -0.558 -0.227 0.30
C -3.866 1.733 3.068 0.854 -1.344 0.268 -1.00
C -2.796 1.887 4.145 1.678 1.040 -1.175 0.59
C -2.807 0.760 5.163 0.405 0.035 -0.919 -1.21
O -1.421 1.849 3.536 -1.196 0.074 0.733 -0.48
H -3.861 2.464 2.280 0.545 0.319 -0.405 0.28
H -4.783 1.903 3.572 -1.247 -0.201 0.438 0.50
H -3.823 0.693 2.652 -0.152 0.968 0.247 0.02
H -2.913 2.921 4.603 0.185 -1.281 -0.150 0.23
H -3.805 0.817 5.591 0.209 -0.385 0.720 0.44
H -1.945 0.871 5.841 -0.751 0.087 0.163 0.34
H -2.668 -0.226 4.655 -0.296 0.751 0.195 0.10
H -1.366 2.544 2.872 -0.100 0.013 -0.073 0.20
C 1.194 0.768 -0.679 -1.421 0.009 0.778 0.00
C -0.258 1.137 -0.357 0.053 0.357 0.975 0.07
O -1.041 0.042 0.057 0.278 -0.644 -0.273 0.41
H 1.608 0.351 0.232 0.249 -0.611 0.011 -0.32
H 1.785 1.640 -0.870 0.296 0.558 -0.577 0.43
H 1.136 0.077 -1.519 0.576 -0.129 0.085 -0.26
H -0.762 1.473 -1.228 -0.297 0.571 -0.981 -0.04
H -0.387 1.929 0.411 0.549 -0.118 -0.344 0.12
H -0.625 -0.382 0.819 -0.085 0.107 0.423 -0.09
```
Positions in Å, forces in eV/Å.